# 1
Here is 2 unconnected molecules or ions with the total composition C3H11NO at a distorted geometry from the Open Molecules 2025 dataset. Energies are from ωB97M-V/def2-TZVPD.

Each atom is followed by the atoms it is bonded to, with distances in Å.
Cartesian coordinates (Å):
1 C 0.45197 1.31583 1.76735  N2 1.464, H4 1.088, H5 1.103, H6 1.088
2 N 0.28177 0.90821 0.37177  C1 1.464, C3 1.461, H7 1.018
3 C 1.50228 0.33844 -0.19335  N2 1.461, H8 1.097, H9 1.087, H10 1.092
4 H -0.39050 1.95550 2.02383  C1 1.088
5 H 1.34301 1.94227 1.94345  C1 1.103
6 H 0.57060 0.48767 2.46337  C1 1.088
7 H 0.09194 1.79074 -0.09893  N2 1.018
8 H 1.70212 -0.58594 0.36267  C3 1.097
9 H 1.34379 -0.01298 -1.21005  C3 1.087
10 H 2.39614 0.95233 -0.06833  C3 1.092
11 C -1.64143 -1.78692 -1.43740  O12 1.407, H13 1.089, H14 1.092, H15 1.096
12 O -1.73121 -0.96703 -0.29780  C11 1.407, H16 0.965
13 H -2.59131 -2.28188 -1.63506  C11 1.089
14 H -0.87158 -2.55268 -1.32617  C11 1.092
15 H -1.43876 -1.18662 -2.33132  C11 1.096
16 H -1.01883 -0.31697 -0.33404  O12 0.965

The value obtained for the maximum force is 1.3 eV/A. As for the highest occupied orbital energy: -9.5413 eV. The calculation puts the orbital gap at 10.50 eV. As for the SMILES: CNC.CO. The value obtained for the energy is -250.85404 Eh. The LUMO energy is 0.956 eV. As for the relative energy (zero: lowest compared OMol25 entry of this formula, charge and spin): 111.9 kJ/mol.

Atom charges from the Löwdin analysis, given in e for atoms 1 to 4: atom 1 (C): -0.132, atom 2 (N): -0.202, atom 3 (C): -0.136, atom 4 (H): 0.079

---

# 2
Here is 2 unconnected molecules or ions with the total composition C3H11NO at a distorted geometry from the Open Molecules 2025 dataset. Energies are from ωB97M-V/def2-TZVPD.

Each atom is followed by the atoms it is bonded to, with distances in Å.
Cartesian coordinates (Å):
1 C -0.83642 -1.60591 -0.03769  C2 1.524, H5 1.093, H6 1.089, H7 1.091
2 C 0.68180 -1.53751 0.08192  C1 1.524, C3 1.521, H8 1.092, H9 1.090
3 C 1.22215 -0.15488 0.41125  C2 1.521, O4 1.394, H10 1.102, H11 1.096
4 O 1.01584 0.74573 -0.63244  C3 1.394, H12 1.027
5 H -1.07357 -2.59904 -0.42699  C1 1.093
6 H -1.20634 -0.89558 -0.77603  C1 1.089
7 H -1.38692 -1.48648 0.89649  C1 1.091
8 H 1.01086 -2.25583 0.83632  C2 1.092
9 H 1.10408 -1.85749 -0.87093  C2 1.090
10 H 0.76027 0.17179 1.35675  C3 1.102
11 H 2.29936 -0.21015 0.60493  C3 1.096
12 H 0.31797 1.46979 -0.42307  O4 1.027
13 N -0.81125 2.44428 -0.26131  H14 1.012, H15 1.010, H16 1.001
14 H -0.74102 3.09312 0.51218  N13 1.012
15 H -0.84983 2.94121 -1.13962  N13 1.010
16 H -1.50697 1.73696 -0.13175  N13 1.001

The value obtained for the maximum force is 1.6 eV/A. As for the highest occupied orbital energy: -9.0824 eV. The calculation puts the orbital gap at 9.87 eV. As for the SMILES: CCCO.N. The value obtained for the energy is -250.87757 Eh. The LUMO energy is 0.787 eV. As for the relative energy (zero: lowest compared OMol25 entry of this formula, charge and spin): 50.1 kJ/mol.

Atom charges from the Löwdin analysis, given in e for atoms 1 to 4: atom 1 (C): -0.122, atom 2 (C): -0.256, atom 3 (C): -0.333, atom 4 (O): -0.141

---

# 3
Here is 2 unconnected molecules or ions with the total composition C3H11NO from the Open Molecules 2025 dataset. Energies are from ωB97M-V/def2-TZVPD.

Each atom is followed by the atoms it is bonded to, with distances in Å.
Cartesian coordinates (Å):
1 C -1.80848 0.14460 -2.02170  C2 1.520, H5 1.094, H6 1.089, H7 1.091
2 C -0.60959 0.49672 -1.15567  C1 1.520, O3 1.400, H8 1.090, H9 1.094
3 O -0.29236 -0.53463 -0.26399  C2 1.400, C4 1.400
4 C -0.64873 -0.39840 1.08346  O3 1.400, H10 1.092, H11 1.093, H12 1.092
5 H -1.86578 0.80930 -2.88842  C1 1.094
6 H -1.74492 -0.88437 -2.37404  C1 1.089
7 H -2.71727 0.21621 -1.42225  C1 1.091
8 H -0.78023 1.43806 -0.63270  C2 1.090
9 H 0.26067 0.71879 -1.77983  C2 1.094
10 H -0.80682 -1.40325 1.48068  C4 1.092
11 H -1.57633 0.16551 1.21482  C4 1.093
12 H 0.15522 0.05331 1.66785  C4 1.092
13 N 3.24686 -0.34049 2.00774  H14 1.018, H15 1.017, H16 1.014
14 H 2.85544 -0.98807 1.32699  N13 1.018
15 H 3.85495 0.25666 1.45265  N13 1.017
16 H 2.47739 0.25006 2.30443  N13 1.014

The value obtained for the maximum force is 0.7 eV/A. As for the highest occupied orbital energy: -9.7968 eV. The calculation puts the orbital gap at 10.73 eV. As for the SMILES: CCOC.N. The value obtained for the energy is -250.86079 Eh. The LUMO energy is 0.933 eV. As for the relative energy (zero: lowest compared OMol25 entry of this formula, charge and spin): 94.1 kJ/mol.

Atom charges from the Löwdin analysis, given in e for atoms 1 to 4: atom 1 (C): -0.075, atom 2 (C): -0.307, atom 3 (O): -0.198, atom 4 (C): -0.114